An isolated ion of composition CH3I2N2 and charge +1 in a non-equilibrium geometry. Source: OMol25; level of theory: ωB97M-V with the def2-TZVPD basis set.

Each line ends with the Löwdin charge.
Element x y z (Å)
C: -0.39 -0.23 0.26  -0.779
N: -0.31 0.57 -0.83  -0.458
N: 0.76 -0.75 0.65  0.138
I: -2.41 -0.70 1.03  0.936
I: 1.04 1.96 -1.56  0.965
H: -1.11 0.77 -1.30  -0.024
H: 1.58 -0.22 0.35  0.086
H: 0.85 -1.40 1.42  0.137

Total charge ... +1
SMILES string ... [NH2+]=C(I)NI
HOMO-LUMO gap ... 8.3 eV